This record from the Open Molecules 2025 dataset describes a molecular structure, C28H33CeIN2O14P3S2 at a distorted geometry. The level of theory is wB97M-V/def2-TZVPD.

Last column: Mulliken spin population.
Positions of all 84 atoms, in Å:
Ce (0.269, -0.374, 0.497)  0.9916
I (-2.799, -0.587, 1.451)  -0.0014
C (-3.311, -2.301, 0.208)  0.0006
C (-4.593, -2.772, 0.327)  0.0000
C (-5.018, -3.851, -0.458)  0.0000
C (-4.149, -4.425, -1.340)  -0.0001
C (-2.822, -3.961, -1.458)  0.0010
C (-1.935, -4.582, -2.358)  -0.0001
C (-0.643, -4.145, -2.439)  0.0004
C (-0.196, -3.079, -1.642)  -0.0012
C (-0.998, -2.371, -0.742)  -0.0026
C (-2.350, -2.859, -0.666)  0.0052
H (-5.268, -2.299, 1.022)  -0.0001
H (-6.032, -4.211, -0.359)  -0.0001
H (-4.462, -5.256, -1.963)  0.0001
H (-2.296, -5.401, -2.971)  0.0000
H (0.046, -4.625, -3.126)  0.0001
H (0.855, -2.820, -1.745)  0.0000
O (2.432, -0.188, 2.322)  0.0008
P (2.821, -1.489, 1.403)  0.0046
O (3.828, -2.298, 2.114)  0.0001
O (1.529, -2.079, 0.925)  -0.0032
O (3.529, -0.766, 0.119)  0.0010
P (2.760, 0.352, -0.803)  -0.0016
O (1.786, -0.631, -1.726)  -0.0005
O (3.766, 0.979, -1.677)  0.0001
O (1.811, 1.110, 0.053)  0.0000
H (3.088, -0.122, 3.016)  0.0002
H (2.297, -0.894, -2.494)  0.0000
S (0.196, -0.496, -5.083)  0.0000
C (-1.008, -1.726, -5.181)  -0.0001
C (-1.902, -1.585, -4.170)  0.0000
N (-1.675, -0.534, -3.349)  -0.0001
C (-0.630, 0.121, -3.674)  -0.0001
H (-0.981, -2.455, -5.966)  0.0000
H (-2.737, -2.232, -3.970)  0.0000
H (-0.266, 0.984, -3.155)  -0.0001
O (-1.426, -2.123, 6.398)  -0.0002
S (0.049, -1.133, 6.522)  -0.0002
O (-0.282, -0.068, 7.448)  0.0001
N (0.113, -0.490, 5.046)  0.0000
C (-0.235, -1.133, 3.957)  0.0042
O (-0.144, -0.627, 2.813)  -0.0012
C (-0.885, -2.482, 4.077)  -0.0007
C (-0.973, -3.309, 2.965)  0.0023
C (-1.682, -4.496, 3.023)  -0.0003
C (-2.335, -4.847, 4.192)  0.0002
C (-2.264, -4.034, 5.307)  0.0000
C (-1.516, -2.858, 5.274)  -0.0006
H (-0.455, -3.017, 2.054)  -0.0008
H (-1.740, -5.132, 2.152)  -0.0001
H (-2.895, -5.770, 4.246)  0.0001
H (-2.766, -4.306, 6.225)  0.0000
C (-3.023, 2.820, -2.236)  0.0003
C (-3.554, 2.784, -0.805)  -0.0001
C (-4.123, 4.157, -0.415)  0.0001
C (-4.654, 1.721, -0.701)  -0.0001
O (-2.558, 2.466, 0.145)  -0.0023
P (-0.971, 2.205, -0.227)  0.0061
O (-0.389, 3.386, -0.902)  -0.0002
O (-0.893, 0.845, -0.863)  -0.0068
O (-0.486, 1.978, 1.318)  0.0071
C (-0.098, 3.066, 2.172)  -0.0004
C (0.109, 2.439, 3.554)  -0.0005
C (1.201, 3.700, 1.667)  -0.0003
C (-1.197, 4.130, 2.227)  -0.0001
H (-3.828, 3.045, -2.934)  0.0000
H (-2.592, 1.851, -2.473)  -0.0002
H (-2.240, 3.568, -2.321)  0.0000
H (-4.939, 4.437, -1.077)  0.0000
H (-3.338, 4.907, -0.476)  0.0000
H (-4.490, 4.119, 0.607)  0.0000
H (-5.509, 2.000, -1.313)  0.0000
H (-4.957, 1.609, 0.336)  0.0000
H (-4.262, 0.768, -1.041)  0.0001
H (0.832, 1.627, 3.482)  0.0003
H (-0.825, 2.014, 3.917)  -0.0001
H (0.469, 3.181, 4.266)  -0.0001
H (1.973, 2.940, 1.570)  0.0002
H (1.531, 4.482, 2.352)  -0.0001
H (1.021, 4.124, 0.683)  0.0000
H (-2.156, 3.664, 2.442)  0.0000
H (-1.262, 4.628, 1.263)  0.0001
H (-0.957, 4.859, 3.001)  -0.0001

Results
Energy = -131799.378 eV
Total charge = -2
E_LUMO (spin up / spin down) = 0.1416 / 0.1416 Eh
HOMO-LUMO gap (spin up / spin down) = 6.01 / 6.92 eV
Multiplicity = 2

This record from the Open Molecules 2025 dataset describes a molecular structure, C20H25F3N11O2SSn. The level of theory is wB97M-V/def2-TZVPD.

Last column: Löwdin charge in e.
Positions of all 63 atoms, in Å:
Sn (-0.574, 0.771, 0.866)  1.2266
N (-0.443, -2.719, 0.207)  0.1678
C (0.635, -2.175, -0.369)  -0.4348
N (1.406, -2.986, -1.090)  0.1819
C (2.454, -2.416, -1.674)  -0.4343
N (3.231, -3.175, -2.453)  0.1819
N (2.809, -1.122, -1.530)  0.1889
C (1.994, -0.405, -0.792)  -0.2687
N (0.856, -0.839, -0.226)  0.0828
C (2.409, 1.001, -0.532)  -0.2233
C (3.409, 1.609, -1.271)  0.0136
C (3.762, 2.909, -0.945)  -0.0289
C (3.112, 3.546, 0.100)  -0.0284
C (2.120, 2.857, 0.778)  -0.1152
N (1.783, 1.610, 0.471)  -0.0087
H (-0.482, -3.726, 0.180)  0.1194
H (-0.923, -2.242, 0.980)  -0.0366
H (3.041, -4.158, -2.532)  0.1132
H (4.069, -2.783, -2.842)  0.1126
H (3.889, 1.065, -2.070)  0.1141
H (4.536, 3.420, -1.502)  0.1166
H (3.360, 4.558, 0.383)  0.1138
H (1.569, 3.318, 1.590)  0.1182
F (-2.069, -2.984, 5.057)  0.1309
C (-1.627, -1.824, 5.568)  -0.6118
F (-1.285, -2.070, 6.847)  0.1299
F (-2.660, -0.972, 5.599)  0.1338
C (-0.458, -1.274, 4.791)  -0.1152
C (0.760, -1.114, 5.416)  0.0121
C (1.850, -0.615, 4.707)  -0.0440
C (1.655, -0.291, 3.386)  -0.1342
N (0.482, -0.448, 2.766)  -0.1132
C (-0.588, -0.937, 3.426)  -0.7145
S (-2.041, -1.092, 2.497)  0.5751
H (0.862, -1.379, 6.459)  0.1271
H (2.815, -0.483, 5.175)  0.1081
H (2.458, 0.110, 2.777)  0.1069
N (-2.183, -0.338, -0.779)  -0.0303
C (-1.715, -0.236, -2.167)  -0.2895
C (-2.772, -0.644, -3.195)  -0.1406
C (-2.240, -1.139, -4.546)  -0.1619
C (-2.002, -0.079, -5.613)  -0.1517
N (-3.266, 0.528, -6.050)  0.0930
C (-3.556, 1.828, -6.078)  -0.4373
N (-2.871, 2.697, -5.363)  0.2241
N (-4.584, 2.240, -6.841)  0.1919
C (-1.120, 1.182, -2.328)  -0.5806
O (-1.367, 1.833, -3.359)  -0.0198
O (-0.406, 1.576, -1.373)  -0.1638
H (-2.370, -1.300, -0.521)  0.0638
H (-3.043, 0.187, -0.643)  0.1070
H (-0.867, -0.924, -2.246)  0.1342
H (-3.484, 0.175, -3.339)  0.1196
H (-3.334, -1.467, -2.748)  0.1165
H (-2.941, -1.874, -4.952)  0.1130
H (-1.302, -1.682, -4.397)  0.1207
H (-1.531, -0.528, -6.489)  0.1271
H (-1.353, 0.705, -5.238)  0.1045
H (-3.938, -0.089, -6.479)  0.1566
H (-2.271, 2.386, -4.571)  0.0633
H (-3.015, 3.681, -5.510)  0.1319
H (-4.954, 1.659, -7.572)  0.1219
H (-4.970, 3.160, -6.727)  0.1230

Results
Energy = -66451.868 eV
Total charge = +1
E_LUMO = -0.0916 Eh
HOMO-LUMO gap = 7.17 eV
Multiplicity = 1